[1]
{"formula": "C5H11NO2", "method": "the ωB97M-V functional and the def2-TZVPD basis", "homo_ev": -9.17, "e_above_lowest_kj_mol": 269.6, "total_energy_ha": -402.27545, "max_force_ev_per_a": 5.17, "orbital_gap_ev": 9.8, "e_lumo_ev": 0.7, "symbols": ["C", "N", "C", "O", "C", "C", "C", "O", "H", "H", "H", "H", "H", "H", "H", "H", "H", "H", "H"], "positions_angstrom": [[-0.44, -1.51, 2.07], [0.35, -0.84, 1.36], [0.13, -0.99, -0.34], [-1.05, -1.60, -0.68], [0.28, 0.47, -0.56], [1.66, 1.02, -0.30], [-0.84, 1.36, -0.08], [0.22, 0.30, -2.19], [-1.23, -2.15, 1.67], [-0.26, -1.57, 3.14], [0.98, -1.59, -0.66], [-1.79, -1.06, -0.38], [1.76, 1.97, -0.83], [2.43, 0.35, -0.67], [1.80, 1.16, 0.77], [-0.76, 1.50, 1.00], [-0.76, 2.32, -0.58], [-1.83, 0.96, -0.30], [-0.63, -0.10, -2.44]], "lowdin_charge": [-0.10, 0.05, -0.31, 0.01, -0.48, -0.03, -0.02, -0.09, 0.07, 0.06, 0.16, 0.10, 0.09, 0.09, 0.08, 0.09, 0.09, 0.08, 0.06]}



[2]
{"formula": "C5H11NO2", "method": "the ωB97M-V functional and the def2-TZVPD basis", "homo_ev": -9.24, "e_above_lowest_kj_mol": 176.2, "total_energy_ha": -402.31105, "max_force_ev_per_a": 1.48, "orbital_gap_ev": 10.0, "e_lumo_ev": 0.8, "symbols": ["O", "C", "C", "N", "C", "C", "C", "O", "H", "H", "H", "H", "H", "H", "H", "H", "H", "H", "H"], "positions_angstrom": [[-2.96, 3.09, -1.02], [-1.97, 2.42, -1.01], [-1.87, 1.15, -0.20], [-0.49, 0.67, -0.12], [-0.34, -0.74, 0.32], [0.83, -1.41, -0.37], [2.16, -1.00, 0.23], [2.22, -1.54, 1.55], [-1.09, 2.72, -1.62], [-2.51, 0.39, -0.65], [-2.29, 1.37, 0.79], [0.00, 1.29, 0.52], [-1.26, -1.23, 0.02], [-0.21, -0.80, 1.40], [0.72, -2.50, -0.28], [0.84, -1.21, -1.44], [2.97, -1.42, -0.35], [2.22, 0.05, 0.25], [3.03, -1.28, 1.99]], "lowdin_charge": [0.04, -0.25, -0.19, -0.08, -0.22, -0.18, -0.26, -0.07, 0.12, 0.12, 0.13, 0.11, 0.11, 0.12, 0.12, 0.12, 0.11, 0.10, 0.08]}